[1]
Density functional theory data (the ωB97M-V functional and the def2-TZVPD basis) for a 3-piece molecular cluster, C26H34NO10P overall in a non-equilibrium geometry.

Geometry as ORCA input:
```
! wB97M-V def2-TZVPD RIJCOSX def2/J DEFGRID3
* xyz 0 1
P 4.238 2.000 2.903
O 0.662 -2.065 -1.668
O 4.903 1.081 -0.364
O -1.103 -5.349 -5.372
O -2.352 -7.221 -4.963
O -2.872 -0.037 -6.183
O -1.363 -1.286 -5.003
O -1.490 2.267 3.514
O -3.323 -2.201 -5.748
O -1.532 -5.953 -3.244
O -3.862 2.586 4.214
N 0.183 2.107 -3.459
C -2.426 -1.184 -5.592
C -0.570 -4.916 -3.195
C -1.073 -0.068 5.377
C 2.785 1.217 -1.922
C -0.856 -1.040 4.074
C 0.317 -0.539 3.030
C 2.772 0.902 2.338
C -2.239 3.592 1.489
C -4.504 -1.629 -6.278
C 4.076 2.288 4.815
C -2.522 0.710 5.422
C 2.574 0.464 0.771
C 1.100 -0.867 -1.245
C -4.015 -0.384 -6.942
C -0.679 -4.283 -4.544
C 1.254 -0.482 0.376
C 0.824 0.723 -3.692
C -1.718 -6.260 -4.561
C -2.681 1.921 4.319
C 1.590 0.352 -2.280
C 3.581 0.931 -0.479
C 1.628 0.369 3.410
C 5.927 1.129 2.688
C 0.127 -1.001 1.447
C -1.819 2.092 2.082
C 2.849 3.352 5.179
H -0.796 -4.216 -2.387
H 2.184 3.430 4.196
H 0.416 -5.358 -3.019
H 1.610 0.868 -4.546
H -1.867 -1.050 3.440
H -1.759 4.403 2.186
H -2.669 1.295 1.930
H 5.815 -0.041 2.553
H -0.641 -2.143 4.407
H -0.887 1.754 1.451
H -0.769 -1.646 1.056
H 3.915 1.255 5.359
H 0.276 -3.878 -4.892
H 3.283 4.390 5.509
H -0.207 0.706 5.549
H -1.840 3.761 0.384
H 1.758 0.702 4.529
H 0.089 2.277 -2.412
H 6.569 1.384 3.662
H -3.415 3.713 1.462
H -3.711 -0.555 -7.981
H 2.191 2.827 6.010
H 5.092 2.739 5.200
H -5.196 -1.421 -5.455
H 3.090 2.068 -2.668
H -4.756 0.420 -6.917
H -4.985 -2.315 -6.981
H -1.055 -0.784 6.331
H -2.621 1.211 6.493
H -0.033 -0.039 -3.929
H 0.891 2.845 -3.751
H -1.434 -3.490 -4.574
H 6.468 1.638 1.758
H -3.398 -0.070 5.334
*
```

Results
calculated total energy: -2159.0181 a.u.
structure (SMILES): CCOC(=O)CCCc1cc2c(c(P(C)CC)c1)C(=O)C=C(CN)C2=O.O=C1OCCO1.O=C1OCCO1
largest force on an atom: 0.1760 hartree/bohr
gap between HOMO and LUMO: 0.237 hartree
HOMO level: -8.0990 eV

Mulliken population analysis, charges in e, atoms 1 to 6:
1 P 0.1846
2 O -0.4860
3 O -0.5103
4 O -0.3523
5 O -0.5645
6 O -0.3398



[2]
Density functional theory data (the ωB97M-V functional and the def2-TZVPD basis) for C26H34O2PtS8Sb as an isolated structure.

Geometry as ORCA input:
```
! wB97M-V def2-TZVPD RIJCOSX def2/J DEFGRID3
* xyz 1 1
Pt 0.363 0.083 -0.039
Sb 2.480 1.211 0.771
S -2.594 1.218 -2.136
S -1.344 -2.395 -1.406
S -2.398 -0.404 -6.804
S -2.413 -1.715 -4.129
S -4.045 4.033 -0.412
S 1.249 -0.238 -2.268
S -0.095 2.626 -0.461
S -0.183 -0.045 -4.856
O 1.045 -1.616 0.689
O 3.013 -1.493 -0.387
C -4.313 1.770 -2.047
C -0.019 -0.302 2.982
C -1.170 -1.503 -2.911
C -0.148 -0.704 -3.231
C 1.949 2.405 2.422
C -2.146 0.045 4.058
C 2.192 -2.124 0.253
C 2.820 -6.161 1.437
C -1.872 0.568 1.726
C -0.816 -0.355 4.116
C -0.538 0.182 1.784
C -0.303 2.853 -2.244
C 3.629 -4.122 0.460
C -1.712 -0.707 -5.357
C -4.732 2.389 -0.729
C 3.841 -5.439 0.834
C 1.584 -5.569 1.670
C -2.677 0.490 2.860
C -1.754 2.726 -2.714
C 4.035 0.084 1.628
C -0.123 -3.689 -1.746
C 3.422 2.466 -0.621
C -2.659 3.735 0.715
C -1.251 3.939 0.151
C 1.366 -4.252 1.302
C 2.391 -3.529 0.695
H 3.801 1.879 -1.454
H -5.816 2.520 -0.720
H -2.345 3.570 -2.362
H -3.720 0.777 2.801
H 2.728 3.223 -0.970
H -2.774 4.495 1.490
H 4.800 -5.904 0.652
H -4.905 0.871 -2.231
H -2.768 -0.010 4.941
H -1.281 4.625 -0.696
H 0.791 -6.137 2.137
H -4.484 1.736 0.109
H -0.643 4.411 0.924
H -0.367 -4.173 -2.689
H 1.001 -0.666 3.035
H 3.633 -0.603 2.370
H 4.406 -3.548 -0.025
H 1.617 1.758 3.228
H -0.189 -4.416 -0.939
H 2.986 -7.190 1.724
H 4.679 0.821 2.110
H 4.245 2.915 -0.064
H -2.781 2.782 1.212
H -2.291 0.883 0.779
H -0.404 -0.728 5.045
H 4.559 -0.468 0.857
H -4.502 2.447 -2.881
H 1.149 3.093 2.161
H 0.879 -3.264 -1.786
H 0.333 2.093 -2.694
H 0.406 -3.784 1.474
H 0.088 3.836 -2.510
H 2.842 2.957 2.718
H -1.747 2.738 -3.805
*
```

Results
ΔE to the lowest compared entry with this formula, charge and spin: 47.1 kcal per mole
calculated total energy: -4706.4125 a.u.
largest force on an atom: 0.0154 hartree/bohr
gap between HOMO and LUMO: 0.182 hartree
HOMO level: -9.8560 eV

Mulliken population analysis, charges in e, atoms 1 to 6:
1 Pt 0.5248
2 Sb 0.9655
3 S 0.4225
4 S -0.0349
5 S -0.1705
6 S -0.0572



[3]
Density functional theory data (the ωB97M-V functional and the def2-TZVPD basis) for a 2-piece molecular cluster, C26H35F10N2O5S overall in a non-equilibrium geometry.

Geometry as ORCA input:
```
! wB97M-V def2-TZVPD RIJCOSX def2/J DEFGRID3
* xyz -1 1
S 2.126 -2.511 2.164
F 2.422 -4.140 2.649
F 0.470 -2.864 2.255
F 3.831 -2.315 2.011
F 2.152 -0.441 5.808
F 1.408 -2.866 4.738
F 2.108 -3.080 0.556
F 2.915 0.486 3.851
F 3.629 -2.333 4.421
F 1.903 -0.949 1.561
F -2.940 3.597 0.449
O 4.611 3.916 1.761
O 2.750 6.872 -2.057
O 1.045 4.425 -2.393
O -0.662 4.815 -0.816
O -2.653 -2.330 -3.017
N 2.938 3.788 -0.200
N -2.167 -3.606 -2.884
C 2.288 -2.008 3.946
C 0.787 2.323 1.091
C 0.224 1.472 3.617
C 3.129 6.633 -0.862
C 0.634 3.924 1.206
C -0.803 -3.680 -2.334
C 1.707 4.566 0.151
C -0.501 -5.955 -3.546
C -0.690 4.659 0.654
C 0.739 4.597 -1.168
C -4.143 -4.657 -3.886
C -2.123 4.386 1.353
C 1.255 4.951 3.850
C 0.116 -4.616 -3.154
C 0.414 -0.042 4.144
C -2.020 -5.910 -3.684
C 2.144 6.112 0.320
C -2.606 -4.506 -3.958
C 3.824 3.818 0.775
C -0.200 1.468 2.038
C 0.945 4.637 2.608
C 1.952 -0.499 4.347
C -2.861 5.787 1.772
C -0.034 -2.339 -2.207
C -2.235 -4.057 -5.386
C -0.981 -4.246 -0.908
H -1.306 1.834 1.959
H 1.237 6.846 0.308
H 4.247 6.823 -0.597
H -1.597 -3.583 -0.295
H 0.144 -1.885 -3.187
H -0.052 -6.285 -4.490
H -1.157 -3.969 -5.541
H -2.998 6.497 0.878
H -2.683 -3.091 -5.636
H -4.464 -4.930 -2.875
H -1.909 3.855 2.366
H -2.166 6.255 2.585
H 1.082 2.191 3.864
H 2.695 6.324 1.316
H -2.607 -4.780 -6.123
H -4.492 -5.443 -4.565
H 1.048 -4.808 -2.605
H -0.222 0.390 1.593
H -4.661 -3.734 -4.166
H 0.624 2.018 -0.024
H -0.016 -4.359 -0.400
H -2.328 -6.616 -4.465
H -1.465 -5.227 -0.913
H -0.565 -1.615 -1.582
H 0.944 -2.496 -1.738
H -3.843 5.500 2.300
H 0.429 -4.102 -4.070
H -0.130 -0.098 5.175
H -0.234 -6.718 -2.807
H 1.869 1.986 1.352
H -0.712 1.893 4.177
H 1.582 5.305 4.900
H -2.454 -6.302 -2.756
H -0.495 5.767 0.976
H -0.193 -0.725 3.444
*
```

Results
calculated total energy: -2893.7881 a.u.
largest force on an atom: 0.1582 hartree/bohr
gap between HOMO and LUMO: 0.079 hartree
HOMO level: -1.7309 eV

Mulliken population analysis, charges in e, atoms 1 to 6:
1 S 1.1541
2 F -0.4023
3 F -0.3290
4 F -0.3713
5 F -0.3500
6 F -0.2675



[4]
Density functional theory data (the ωB97M-V functional and the def2-TZVPD basis) for C26H35MnO2 as an isolated structure in a non-equilibrium geometry.

Geometry as ORCA input:
```
! wB97M-V def2-TZVPD RIJCOSX def2/J DEFGRID3
* xyz 1 4
Mn 0.416 0.991 0.406
O 1.276 -4.200 -0.477
O -0.368 -0.193 -1.521
C 3.695 -3.899 -0.798
C 0.797 3.070 0.164
C 0.783 2.415 -1.111
C 0.551 -1.144 -2.133
C -4.246 4.010 2.067
C 0.313 1.117 2.569
C 1.092 -5.468 0.220
C -2.442 5.538 1.450
C 2.559 -4.012 0.211
C -3.950 3.200 0.985
C 0.691 -0.205 2.166
C -1.595 -0.194 -2.309
C -2.530 2.709 -0.957
C -0.966 1.419 2.002
C -0.242 -2.112 -3.003
C -1.631 -1.458 -3.162
C 1.844 1.441 -1.121
C -2.913 3.579 0.070
C -2.237 4.832 0.279
C 2.450 -5.379 0.929
C 2.499 1.481 0.150
C 1.869 2.506 0.931
C -1.390 0.278 1.235
C -3.475 5.153 2.328
C -0.360 -0.737 1.337
C 2.526 -2.877 1.210
H -2.918 1.687 -0.980
H 3.158 -6.138 0.600
H 0.232 -5.433 0.903
H -1.566 2.303 2.216
H -5.078 3.744 2.718
H -1.805 6.395 1.692
H -0.424 -1.753 0.950
H 0.857 1.728 3.289
H -2.356 0.161 0.759
H 4.650 -4.121 -0.308
H 2.223 -1.923 0.772
H 3.558 -4.585 -1.641
H -0.277 -3.070 -2.464
H -3.710 5.780 3.185
H 0.173 3.915 0.434
H -2.438 -0.147 -1.612
H 1.091 -1.648 -1.317
H -1.999 3.114 -1.822
H 3.525 -2.735 1.633
H 2.189 0.856 -1.961
H -1.849 -1.210 -4.208
H -2.411 -2.137 -2.801
H -1.530 5.172 -0.482
H -4.513 2.282 0.778
H -1.581 0.703 -2.939
H 1.840 -3.119 2.030
H 1.020 -6.311 -0.476
H 1.549 -0.764 2.529
H 0.146 2.659 -1.949
H 2.373 -5.300 2.013
H 2.214 2.878 1.893
H 0.248 -2.267 -3.975
H 3.382 0.906 0.416
H 1.258 -0.597 -2.772
H 3.749 -2.889 -1.221
*
```

Results
ΔE to the lowest compared entry with this formula, charge and spin: 0.0 kcal per mole
<S²>: 3.885
calculated total energy: -2312.8058 a.u.
largest force on an atom: 0.0397 hartree/bohr
gap between HOMO and LUMO (spin up / spin down): 0.235 / 0.313 hartree
HOMO level (spin up / spin down): -9.9402 / -12.0093 eV

Mulliken population analysis, charges in e, atoms 1 to 6:
1 Mn 0.5193
2 O -0.3452
3 O 0.1535
4 C -1.7865
5 C 0.0667
6 C -0.5068